22
Properties=species:S:1:pos:R:3:forces:R:3:mulliken_charge:R:1 method="wB97M-V/def2-TZVPD" lumo_energy_ha=0.008 total_energy_ha=-624.91973 max_force_ev_per_a=4.414 homo_energy_ev=-9.421 relative_energy_kj_mol=196.2 smiles="O=C(/C=N/O)NCc1cccnc1"
C -0.59420 0.18279 -2.36483 0.331 -0.365 0.394 -0.018
C -0.69801 1.56741 -1.79971 0.782 1.512 -0.555 0.243
C -1.25786 0.82799 0.60837 -1.102 -0.797 -1.150 -1.097
C -0.03703 -0.00227 0.93029 -0.711 -1.094 0.391 0.679
C 1.15874 0.65373 0.97731 2.210 -0.959 0.926 -0.203
C 2.26801 -0.05177 1.50575 -1.223 -1.119 0.044 -0.529
C 2.10207 -1.36417 1.97234 -1.737 0.919 0.042 -0.282
C -0.11122 -1.38327 1.35536 0.539 1.007 0.285 -0.274
H -1.55940 -2.57365 -2.01373 2.191 1.330 -2.035 0.386
H -0.02413 0.07071 -3.34254 -0.985 0.185 1.261 0.370
H -1.28528 2.77048 -0.35205 0.202 -0.247 0.216 0.234
H -2.12846 0.20032 0.37822 0.328 -0.255 0.008 0.360
H -1.59169 1.34298 1.49957 0.289 0.585 0.120 0.475
H 1.30884 1.67547 0.66168 -0.302 0.114 -0.042 0.440
H 3.23290 0.35704 1.66765 0.649 0.667 -0.259 0.393
H 2.88065 -1.88258 2.47588 0.750 -0.268 0.202 0.397
H -1.07404 -1.92446 1.18417 0.935 0.388 0.492 0.336
N -1.09948 -0.82536 -1.73763 0.842 1.771 -1.952 -0.044
N -1.09750 1.78585 -0.49968 0.169 -0.093 -0.310 -0.121
N 0.91900 -2.02445 1.97529 -0.822 1.085 -1.829 -0.620
O -0.92215 -1.93477 -2.54772 -2.555 -2.561 2.530 -0.472
O -0.38975 2.53199 -2.53399 -0.782 -1.804 1.221 -0.652